No. 1
{
  "formula": "C3H7NOS",
  "method": "ωB97M-V/def2-TZVPD",
  "multiplicity": 2,
  "homo_lumo_gap_ev": [2.64, 8.77],
  "lumo_energy_ev": [3.5125, 3.6241],
  "total_charge": -1,
  "e_homo_ha": [0.0322, -0.1891],
  "species": ["C", "C", "S", "C", "N", "O", "H", "H", "H", "H", "H", "H", "H"],
  "xyz": [[0.605, -0.238, -0.407], [-0.032, -0.851, 0.820], [0.171, -2.638, 0.673], [0.587, 1.273, -0.454], [-0.636, 1.777, -0.850], [1.464, 2.034, -0.085], [1.592, -0.652, -0.590], [-0.039, -0.571, -1.226], [0.403, -0.453, 1.736], [-1.102, -0.603, 0.844], [-1.016, -2.935, 1.333], [-0.694, 2.753, -0.613], [-1.304, 1.103, -1.182]],
  "nbo_charge": [-0.548, -0.689, -0.402, 0.668, -0.892, -0.651, 0.224, 0.205, 0.200, 0.157, -0.047, 0.399, 0.377]
}

No. 2
{
  "formula": "C3H7NOS",
  "method": "ωB97M-V/def2-TZVPD",
  "homo_lumo_gap_ev": 7.72,
  "lumo_energy_ev": 0.1312,
  "total_charge": 0,
  "e_homo_ha": -0.2789,
  "species": ["C", "C", "C", "N", "O", "S", "H", "H", "H", "H", "H", "H", "H"],
  "xyz": [[-0.146, 0.906, 1.180], [-0.911, -0.567, -0.970], [-0.119, -0.205, 0.211], [1.414, 0.635, -0.926], [2.074, 1.342, -0.240], [0.737, -1.653, 0.830], [-0.808, 0.597, 2.009], [0.913, 1.275, 1.383], [-0.650, 1.826, 0.822], [-1.181, 0.356, -1.500], [-1.775, -1.049, -0.778], [-0.245, -1.145, -1.605], [0.699, -2.318, -0.417]],
  "nbo_charge": [-0.707, -0.650, -0.043, 0.161, -0.259, -0.003, 0.234, 0.254, 0.228, 0.218, 0.218, 0.217, 0.132]
}

No. 3
{
  "formula": "C3H7NOS",
  "method": "ωB97M-V/def2-TZVPD",
  "homo_lumo_gap_ev": 9.40,
  "lumo_energy_ev": 0.5315,
  "total_charge": 0,
  "e_homo_ha": -0.3259,
  "species": ["C", "C", "C", "H", "H", "H", "H", "H", "H", "H", "N", "O", "S"],
  "xyz": [[2.097, -0.526, 0.425], [0.616, -0.613, 0.166], [-1.260, 0.784, 0.292], [3.684, 0.408, -0.496], [2.219, 1.212, -0.784], [2.313, -0.081, 1.422], [2.571, -1.518, 0.401], [0.452, -0.983, -0.872], [0.075, -1.293, 0.848], [-1.660, 1.742, 0.648], [2.686, 0.316, -0.690], [0.040, 0.694, 0.317], [-2.343, -0.320, -0.261]],
  "nbo_charge": [-0.244, -0.102, 0.075, 0.362, 0.367, 0.179, 0.208, 0.213, 0.205, 0.193, -0.851, -0.481, -0.124]
}

No. 4
{
  "formula": "C3H7NOS",
  "method": "ωB97M-V/def2-TZVPD",
  "homo_lumo_gap_ev": 9.27,
  "lumo_energy_ev": 0.8170,
  "total_charge": 0,
  "e_homo_ha": -0.3108,
  "species": ["C", "C", "C", "H", "H", "H", "H", "H", "H", "H", "N", "O", "S"],
  "xyz": [[-1.359, -0.895, -1.124], [0.156, 0.836, -0.243], [1.415, 0.018, 1.573], [-0.482, -1.568, -1.097], [-1.797, -1.058, -2.104], [-2.036, -1.205, -0.336], [-1.070, 1.123, -1.815], [1.772, -1.032, 1.826], [0.841, 0.409, 2.503], [2.230, 0.737, 1.385], [-0.891, 0.523, -1.027], [0.540, -0.189, 0.455], [0.680, 2.299, 0.003]],
  "nbo_charge": [-0.422, 0.354, -0.278, 0.209, 0.206, 0.205, 0.410, 0.198, 0.196, 0.222, -0.592, -0.507, -0.202]
}

No. 5
{
  "formula": "C3H7NOS",
  "method": "ωB97M-V/def2-TZVPD",
  "homo_lumo_gap_ev": 10.25,
  "lumo_energy_ev": 0.7486,
  "total_charge": 0,
  "e_homo_ha": -0.3492,
  "species": ["C", "C", "C", "H", "H", "H", "H", "H", "H", "H", "N", "O", "S"],
  "xyz": [[2.528, 0.424, 0.029], [-0.136, 0.005, -0.043], [-1.389, -0.817, 0.064], [2.539, 0.937, 0.983], [2.265, 1.137, -0.781], [3.489, -0.044, -0.173], [-1.418, -1.553, -0.750], [-1.412, -1.413, 0.967], [-2.611, 0.329, -0.894], [-2.553, 0.763, 0.597], [-2.594, -0.041, 0.013], [-0.084, 1.211, 0.001], [1.378, -0.938, -0.015]],
  "nbo_charge": [-0.749, 0.400, -0.339, 0.229, 0.243, 0.229, 0.221, 0.227, 0.348, 0.363, -0.796, -0.569, 0.193]
}

No. 6
{
  "formula": "C3H7NOS2",
  "method": "ωB97M-V/def2-TZVPD",
  "homo_lumo_gap_ev": 9.59,
  "lumo_energy_ev": 0.4798,
  "total_charge": 0,
  "e_homo_ha": -0.3349,
  "species": ["C", "C", "C", "H", "H", "H", "H", "H", "H", "H", "N", "O", "S", "S"],
  "xyz": [[-0.252, 0.305, 0.212], [1.000, 0.185, -0.823], [-1.344, -0.846, -0.169], [-1.303, 1.865, 1.444], [-1.879, 1.494, -0.261], [0.412, 0.186, 1.186], [1.122, 1.371, -1.217], [0.749, -0.531, -1.708], [2.571, -0.137, 0.932], [0.363, -1.827, 0.999], [-0.927, 1.590, 0.298], [-2.319, -0.538, -0.788], [2.395, -0.688, -0.195], [-0.588, -2.431, 0.091]],
  "nbo_charge": [-0.161, -0.596, 0.413, 0.373, 0.391, 0.201, 0.258, 0.243, 0.093, 0.165, -0.861, -0.549, 0.041, -0.012]
}

Strongest force on any atom, record by record: 0.0404 0.0742 0.0373 0.0742 0.0355 0.0993 hartree/bohr
ΔE to the lowest compared entry with this formula, charge and spin, record by record: 0.168 4.634 1.465 1.247 0.678 3.248 eV